Entry 1:
{
  "formula": "C8H7ClF3NO2",
  "method": "ωB97M-V with the def2-TZVPD basis set",
  "symbols": ["C", "C", "C", "C", "C", "C", "C", "C", "N", "O", "O", "F", "F", "F", "Cl", "H", "H", "H", "H", "H", "H", "H"],
  "positions_angstrom": [[2.044, 1.368, -1.143], [0.738, 1.564, -1.330], [2.592, 0.282, -0.276], [2.052, -0.770, 0.283], [-0.417, 0.830, -0.710], [-0.159, -0.658, -0.408], [-0.761, -1.302, 0.804], [4.059, 0.405, -0.138], [0.056, -1.574, -1.449], [0.224, -2.753, -1.281], [0.153, -1.045, -2.589], [4.504, 1.708, -0.026], [4.615, -0.281, 0.894], [4.804, -0.040, -1.211], [2.365, -2.100, 1.001], [2.709, 2.103, -1.445], [0.456, 2.456, -1.784], [-0.549, 1.230, 0.318], [-1.409, 0.902, -1.280], [-1.887, -1.301, 0.792], [-0.383, -0.690, 1.554], [-0.454, -2.391, 0.858]],
  "mulliken_charge": [-0.59, -0.74, 0.70, 0.24, -0.48, 0.07, -1.60, 0.62, 1.21, -0.62, -0.63, -0.27, -0.27, -0.26, -0.13, 0.46, 0.48, 0.29, 0.38, 0.35, 0.44, 0.35],
  "total_energy_ev": -34662.831,
  "homo_lumo_gap_ev": [8.17, 8.17],
  "e_above_lowest_kcal_mol": 61.72
}


Entry 2:
{
  "formula": "C8H7FO4S2",
  "method": "ωB97M-V with the def2-TZVPD basis set",
  "symbols": ["C", "C", "C", "C", "C", "C", "C", "C", "O", "O", "O", "O", "F", "S", "S", "H", "H", "H", "H", "H", "H", "H"],
  "positions_angstrom": [[-0.410, -1.909, 0.342], [0.953, -1.492, 0.332], [0.247, 0.912, 2.143], [1.497, 0.693, 1.738], [-1.239, -0.836, 0.751], [1.035, -0.185, 0.685], [-0.399, 0.370, 0.896], [-0.872, 1.005, -1.629], [-2.520, 2.063, 0.406], [-0.298, 3.057, 0.209], [-4.968, -0.961, 0.682], [-2.566, -0.955, 0.793], [-3.860, -0.457, -1.428], [-1.100, 1.848, -0.039], [-3.956, -0.076, 0.223], [-0.790, -2.931, 0.094], [1.891, -2.141, 0.210], [-0.205, 1.459, 2.894], [2.523, 0.854, 2.162], [-0.368, 0.073, -1.140], [-0.068, 1.569, -2.171], [-1.773, 0.810, -2.364]],
  "mulliken_charge": [-0.27, -0.67, -1.30, -0.17, 0.03, -0.21, 0.95, -0.64, -0.63, -0.65, -0.44, -0.52, -0.31, 1.17, 0.92, 0.44, 0.34, 0.53, 0.42, 0.35, 0.41, 0.27],
  "total_energy_ev": -40980.992,
  "homo_lumo_gap_ev": 8.18,
  "e_above_lowest_kcal_mol": 0.00
}


Entry 3:
{
  "formula": "C8H7N",
  "method": "ωB97M-V with the def2-TZVPD basis set",
  "symbols": ["C", "C", "C", "C", "C", "N", "C", "C", "C", "H", "H", "H", "H", "H", "H", "H"],
  "positions_angstrom": [[0.720, -0.041, -2.545], [0.257, -0.386, -1.346], [-0.189, -1.775, -0.950], [-0.759, -1.620, 0.628], [-0.430, -0.329, 0.958], [-0.567, 0.480, 2.014], [-0.014, 1.692, 1.775], [0.307, 1.685, 0.450], [0.077, 0.439, -0.122], [0.852, -0.870, -3.259], [0.982, 0.922, -2.723], [-0.042, -2.789, -1.379], [-1.256, -2.469, 1.207], [-0.949, 0.341, 3.004], [0.127, 2.391, 2.601], [0.883, 2.327, -0.314]],
  "mulliken_charge": [-1.05, 0.68, -0.61, -0.74, -0.07, -0.02, -0.54, -0.34, 0.53, 0.27, 0.39, 0.34, 0.29, 0.27, 0.37, 0.21],
  "total_energy_ev": -9895.360,
  "homo_lumo_gap_ev": [6.95, 6.80],
  "e_above_lowest_kcal_mol": 79.47
}


Entry 4:
{
  "formula": "C8H7N2O5PdS",
  "method": "ωB97M-V with the def2-TZVPD basis set",
  "symbols": ["O", "C", "Pd", "O", "C", "C", "O", "C", "O", "C", "O", "H", "S", "C", "N", "C", "C", "N", "H", "H", "H", "H", "H", "H"],
  "positions_angstrom": [[6.163, -0.891, -2.390], [5.481, -1.238, -1.536], [0.854, 0.639, -1.252], [1.460, -1.430, 0.880], [1.642, -0.736, -0.052], [-0.302, 3.087, -3.321], [0.084, 3.655, -4.249], [0.471, -0.623, -2.734], [0.201, -1.557, -3.359], [1.758, 2.166, -0.450], [2.304, 2.872, 0.292], [2.384, -0.391, -0.890], [-1.418, 1.332, -0.838], [-1.625, 0.286, 0.543], [-2.067, -0.993, 0.500], [-2.335, -1.503, 1.849], [-1.740, -0.435, 2.746], [-1.225, 0.547, 1.795], [-2.458, -1.403, -0.347], [-1.890, -2.484, 2.016], [-3.416, -1.592, 1.960], [-0.963, -0.831, 3.400], [-2.489, 0.059, 3.365], [-0.872, 1.466, 2.073]],
  "lowdin_spin": [0.00, 0.00, 0.64, 0.24, 0.38, 0.02, 0.00, 0.11, 0.06, 0.12, 0.06, 0.10, 0.17, 0.04, 0.02, 0.00, 0.00, 0.02, 0.00, 0.00, 0.00, 0.00, 0.00, 0.00],
  "total_energy_ev": -35932.293,
  "s_squared": 2.01,
  "charge": 1,
  "homo_lumo_gap_ev": [7.43, 6.53],
  "spin_multiplicity": 3
}


Entry 5:
{
  "formula": "C8H7N6",
  "method": "ωB97M-V with the def2-TZVPD basis set",
  "symbols": ["N", "C", "N", "C", "C", "C", "C", "C", "C", "N", "N", "N", "N", "C", "H", "H", "H", "H", "H", "H", "H"],
  "positions_angstrom": [[-0.726, 4.321, -0.127], [-0.420, 3.235, -0.130], [-0.204, 2.102, -0.834], [0.641, 1.025, -0.344], [0.913, 0.886, 0.914], [1.167, -0.398, 1.617], [0.937, -1.555, 0.948], [0.678, -1.434, -0.541], [-0.792, -1.264, -0.334], [-1.255, -1.920, 0.707], [-2.554, -1.660, 0.764], [-2.825, -0.861, -0.185], [-1.823, -0.621, -1.035], [0.968, -0.134, -1.280], [-1.033, 1.565, -1.204], [0.707, 1.794, 1.627], [1.371, -0.230, 2.745], [0.766, -2.483, 1.406], [1.185, -2.270, -0.965], [1.980, -0.170, -1.615], [0.317, 0.072, -2.133]],
  "mulliken_charge": [-0.51, 0.29, -0.27, 0.32, -0.29, -0.62, -0.30, 0.01, 0.45, -0.07, -0.67, -0.49, -0.33, -0.81, 0.39, 0.13, 0.23, 0.41, 0.37, 0.43, 0.31],
  "total_energy_ev": -17347.005,
  "charge": -1,
  "homo_lumo_gap_ev": 8.04,
  "e_above_lowest_kcal_mol": 31.01
}


Entry 6:
{
  "formula": "C8H7NO",
  "method": "ωB97M-V with the def2-TZVPD basis set",
  "symbols": ["C", "C", "C", "C", "C", "C", "C", "C", "N", "O", "H", "H", "H", "H", "H", "H", "H"],
  "positions_angstrom": [[0.903, -0.410, -0.739], [1.855, 0.496, -0.952], [1.609, 1.648, -0.073], [0.612, 1.381, 0.788], [-1.145, -1.846, 1.054], [-1.188, 2.334, -1.152], [-1.947, -2.362, 0.122], [0.061, 0.068, 0.293], [-0.805, -0.487, 1.054], [-0.672, 3.308, -0.915], [2.817, 0.489, -1.372], [2.214, 2.537, -0.164], [0.222, 1.832, 1.748], [-0.943, -2.395, 1.956], [-2.309, -1.838, -0.762], [-2.201, -3.480, 0.317], [0.917, -1.276, -1.204]],
  "mulliken_charge": [-0.61, -0.63, -0.04, -1.24, -0.12, 0.16, -0.65, 1.04, -0.47, -0.14, 0.43, 0.46, 0.34, 0.32, 0.30, 0.20, 0.65],
  "total_energy_ev": -11943.176,
  "homo_lumo_gap_ev": 8.33,
  "e_above_lowest_kcal_mol": 69.26
}


Entry 7:
{
  "formula": "C8H7NO2",
  "method": "ωB97M-V with the def2-TZVPD basis set",
  "symbols": ["O", "N", "O", "C", "C", "C", "C", "C", "C", "C", "C", "H", "H", "H", "H", "H", "H", "H"],
  "positions_angstrom": [[-0.387, 0.541, 4.583], [0.213, 0.843, 3.563], [1.272, 1.565, 3.595], [-0.226, 0.261, 2.306], [0.571, 0.623, 1.165], [0.167, 0.063, -0.193], [-0.826, -0.872, -0.398], [-1.199, -1.276, -1.643], [-0.361, -0.782, -2.808], [0.666, 0.065, -2.595], [0.946, 0.483, -1.248], [-1.032, -0.374, 2.225], [1.383, 1.224, 1.213], [-1.623, -1.253, 0.342], [-1.961, -2.018, -1.743], [-0.674, -1.026, -3.851], [1.391, 0.527, -3.470], [1.681, 1.408, -1.042]],
  "mulliken_charge": [-0.57, 0.91, -0.57, -0.76, -0.47, 1.16, -0.26, -0.68, -0.34, -0.40, -0.18, 0.43, 0.52, 0.09, 0.40, 0.31, 0.21, 0.16],
  "total_energy_ev": -13989.450,
  "homo_lumo_gap_ev": 8.31,
  "e_above_lowest_kcal_mol": 124.73
}


Entry 8:
{
  "formula": "C8H7NO2",
  "method": "ωB97M-V with the def2-TZVPD basis set",
  "symbols": ["O", "C", "C", "O", "N", "C", "C", "C", "C", "C", "C", "H", "H", "H", "H", "H", "H", "H"],
  "positions_angstrom": [[1.507, 0.303, 4.555], [1.364, 1.093, 3.668], [0.275, 1.065, 2.637], [0.139, 2.238, 1.806], [0.959, 1.240, 1.143], [0.343, 0.440, 0.139], [-0.813, 0.837, -0.592], [-1.319, 0.205, -1.724], [-0.694, -1.023, -2.070], [0.463, -1.427, -1.369], [1.009, -0.719, -0.283], [1.869, 1.990, 3.387], [-0.554, 0.307, 2.469], [-1.218, 1.830, -0.185], [-2.192, 0.529, -2.175], [-1.096, -1.670, -2.730], [1.119, -2.138, -1.762], [1.935, -1.159, 0.186]],
  "mulliken_charge": [-0.46, -0.19, 0.28, -0.34, -0.25, 0.27, 0.12, -0.67, -0.49, -0.47, -0.47, 0.36, 0.46, 0.26, 0.44, 0.48, 0.37, 0.30],
  "total_energy_ev": -13989.945,
  "homo_lumo_gap_ev": 8.75,
  "e_above_lowest_kcal_mol": 113.31
}


Entry 9:
{
  "formula": "C8H7NO2",
  "method": "ωB97M-V with the def2-TZVPD basis set",
  "symbols": ["C", "C", "C", "C", "C", "C", "C", "C", "N", "O", "O", "H", "H", "H", "H", "H", "H", "H"],
  "positions_angstrom": [[2.481, -0.432, 0.318], [2.347, 0.964, 0.413], [1.432, -1.249, -0.022], [1.079, 1.483, 0.122], [0.121, -0.728, -0.282], [0.062, 0.689, -0.291], [-2.340, 1.100, 0.078], [-0.913, -1.577, -0.672], [-2.842, -0.065, 0.136], [-3.804, -0.825, 0.428], [-1.132, 1.289, -0.625], [3.418, -0.891, 0.625], [3.227, 1.464, 0.653], [1.556, -2.210, 0.291], [0.834, 2.612, 0.220], [-2.720, 2.080, 0.489], [-1.667, -1.119, -1.502], [-1.140, -2.584, -0.380]],
  "lowdin_spin": [-0.01, 0.13, 0.12, -0.01, 0.05, 0.08, 0.04, 0.56, 0.42, 0.53, 0.03, 0.00, 0.01, 0.01, 0.00, 0.02, 0.01, 0.03],
  "total_energy_ev": -13988.157,
  "s_squared": 2.05,
  "homo_lumo_gap_ev": [8.24, 8.00],
  "e_above_lowest_kcal_mol": 42.18,
  "spin_multiplicity": 3
}


Entry 10:
{
  "formula": "C8H7NO2S",
  "method": "ωB97M-V with the def2-TZVPD basis set",
  "symbols": ["C", "C", "C", "C", "C", "C", "C", "C", "N", "O", "O", "S", "H", "H", "H", "H", "H", "H", "H"],
  "positions_angstrom": [[-1.482, 1.463, 3.080], [-2.081, 0.724, 2.047], [-0.277, 1.849, 2.526], [-1.311, 0.774, 0.952], [-0.430, -0.699, -2.347], [2.773, -0.683, -0.882], [0.623, -1.733, -2.494], [-1.416, 0.032, -0.226], [-0.810, -0.205, -1.223], [2.304, -1.389, -0.031], [-0.101, 1.486, 1.211], [2.314, -0.906, -2.605], [-1.922, 1.729, 4.077], [-2.913, 0.125, 2.068], [0.491, 2.391, 2.882], [-0.688, -0.292, -3.310], [3.566, 0.061, -0.694], [0.819, -2.451, -1.573], [0.540, -2.275, -3.459]],
  "mulliken_charge": [-0.43, -0.33, -0.36, 0.41, -0.14, 0.08, -0.69, -0.39, -0.01, -0.45, -0.30, -0.11, 0.34, 0.53, 0.55, 0.31, 0.35, 0.29, 0.35],
  "total_energy_ev": -24825.635,
  "homo_lumo_gap_ev": 7.81,
  "e_above_lowest_kcal_mol": 60.25
}


Entry 11:
{
  "formula": "C8H7NO2S",
  "method": "ωB97M-V with the def2-TZVPD basis set",
  "symbols": ["C", "C", "C", "C", "C", "C", "C", "C", "N", "O", "O", "S", "H", "H", "H", "H", "H", "H", "H"],
  "positions_angstrom": [[-0.928, -3.136, 0.956], [1.639, 1.226, -1.220], [0.535, 0.383, -1.448], [1.261, 2.355, -0.521], [-0.549, 0.772, -0.746], [2.320, -0.329, 1.233], [-1.871, 0.189, -0.535], [-1.821, -0.817, 1.106], [-1.479, -2.039, 1.053], [3.474, -0.287, 1.188], [1.190, -0.241, 1.428], [-0.293, 2.263, 0.084], [-1.238, -4.112, 0.807], [2.459, 1.194, -1.859], [0.484, -0.648, -1.709], [1.812, 3.182, -0.170], [-2.765, 0.954, -0.349], [-2.144, -0.671, -1.344], [-2.087, -0.241, 2.046]],
  "lowdin_spin": [0.99, 0.00, 0.03, 0.02, 0.01, 0.00, 0.12, 0.38, 0.30, 0.00, 0.01, 0.01, 0.10, 0.00, 0.00, 0.00, 0.00, 0.00, 0.02],
  "total_energy_ev": -24823.266,
  "s_squared": 2.04,
  "homo_lumo_gap_ev": [6.01, 7.39],
  "e_above_lowest_kcal_mol": 60.13,
  "spin_multiplicity": 3
}


Entry 12:
{
  "formula": "C8H8",
  "method": "ωB97M-V with the def2-TZVPD basis set",
  "symbols": ["C", "C", "C", "C", "C", "C", "C", "C", "H", "H", "H", "H", "H", "H", "H", "H"],
  "positions_angstrom": [[2.967, 1.019, 0.300], [2.369, -0.030, 0.270], [1.707, -1.326, 0.158], [0.545, -1.334, -0.482], [-0.356, -0.261, -1.005], [-0.230, 1.138, -0.437], [-1.352, 0.459, -0.126], [-2.555, 0.271, 0.687], [3.074, 2.086, 0.249], [2.218, -2.126, 0.499], [0.238, -2.353, -0.530], [-0.761, -0.317, -1.957], [0.414, 1.968, -0.317], [-3.113, 1.199, 0.787], [-2.058, 0.131, 1.653], [-3.107, -0.525, 0.250]],
  "mulliken_charge": [-0.10, -0.19, -0.70, -0.31, -0.35, -0.73, 0.49, -0.98, 0.36, 0.49, 0.37, 0.44, 0.35, 0.30, 0.26, 0.31],
  "total_energy_ev": -8419.851,
  "homo_lumo_gap_ev": 9.76,
  "e_above_lowest_kcal_mol": 119.22
}


Entry 13:
{
  "formula": "C8H8AsAuO7S2",
  "method": "ωB97M-V with the def2-TZVPD basis set",
  "symbols": ["Au", "O", "As", "O", "O", "C", "C", "C", "C", "C", "C", "S", "O", "O", "O", "H", "H", "H", "H", "H", "S", "C", "C", "O", "H", "H", "H"],
  "positions_angstrom": [[0.083, -1.581, -1.252], [3.260, -0.593, 1.412], [2.723, -0.110, -0.191], [3.972, 0.724, -0.856], [2.243, -1.460, -1.090], [1.192, 1.099, 0.010], [1.214, 2.129, -0.926], [0.189, 3.061, -0.985], [-0.871, 2.983, -0.096], [-0.911, 1.968, 0.848], [0.110, 1.027, 0.907], [-0.066, -0.282, 2.123], [0.966, -0.004, 3.125], [-1.422, -0.189, 2.623], [0.238, -1.497, 1.359], [2.536, -0.592, 2.066], [2.050, 2.177, -1.611], [0.212, 3.836, -1.742], [-1.680, 3.704, -0.148], [-1.742, 1.857, 1.532], [-0.299, -0.974, -3.611], [-2.273, -3.326, -0.491], [-1.929, -1.902, -0.908], [-2.795, -1.066, -0.960], [-3.357, -3.455, -0.405], [-1.794, -3.504, 0.477], [-1.851, -4.032, -1.210]],
  "lowdin_spin": [0.40, 0.00, 0.00, 0.00, 0.03, 0.00, 0.00, 0.00, 0.00, 0.00, 0.00, 0.01, 0.00, 0.00, 0.06, 0.00, 0.00, 0.00, 0.00, 0.00, 1.25, 0.04, 0.14, 0.05, 0.01, 0.00, 0.00],
  "total_energy_ev": -108959.786,
  "s_squared": 2.01,
  "charge": -2,
  "homo_lumo_gap_ev": [5.97, 6.74],
  "e_above_lowest_kcal_mol": 2.38,
  "spin_multiplicity": 3
}